(1)
Formula: C51H93N3O21
Source: the OMol25 dataset
Level of theory: wB97M-V/def2-TZVPD

Each line ends with the Löwdin charge.
CARTESIAN COORDINATES (ANGSTROEM)
C 3.57957 -3.63397 -2.80680  -0.027
O 2.45177 -3.24611 -2.07510  -0.003
C 1.56628 -4.13978 -1.76459  -0.585
O 1.56630 -5.33750 -2.06460  0.105
O 0.51585 -3.47005 -1.20822  -0.039
C -0.50890 -4.21334 -0.55110  -0.049
H 4.00436 -2.71774 -3.21689  0.089
H 3.31380 -4.26183 -3.65724  0.108
H 4.31047 -4.01699 -2.09462  0.107
H -0.80251 -5.14210 -1.04027  0.099
H -1.37733 -3.59794 -0.31611  0.081
H -0.19094 -4.49237 0.45346  0.069
C 1.00792 -0.45660 -8.64715  -0.048
O 1.19977 -0.91641 -7.35062  0.001
C 1.57147 -0.18689 -6.31275  -0.566
O 1.97866 0.96862 -6.31356  0.108
O 1.44688 -0.96605 -5.22369  -0.006
C 1.72088 -0.45299 -3.92615  -0.033
H 1.92729 -0.33537 -9.22002  0.098
H 0.42188 0.45804 -8.55716  0.103
H 0.44073 -1.21660 -9.18454  0.097
H 1.16915 -1.01494 -3.17257  0.073
H 1.35498 0.57204 -3.98579  0.075
H 2.75844 -0.49317 -3.59458  0.099
C -6.69358 -3.96124 0.66908  -0.033
O -6.26120 -2.60276 0.53814  -0.022
C -5.08168 -2.30104 -0.06191  -0.531
O -4.11978 -3.06643 -0.28003  0.076
O -5.15220 -1.00103 -0.39410  -0.024
C -4.26276 -0.52241 -1.39215  -0.021
H -5.84758 -4.61721 0.87426  0.094
H -7.18851 -4.20571 -0.27078  0.095
H -7.48481 -4.10423 1.40501  0.092
H -4.19517 0.55901 -1.51075  0.096
H -4.65008 -0.96481 -2.30994  0.095
H -3.25079 -0.80617 -1.10315  0.080
C 3.66346 -7.48362 0.85203  -0.015
O 3.66152 -6.06639 1.06680  -0.017
C 2.62651 -5.38675 1.53310  -0.630
O 1.53426 -5.84147 1.83444  0.107
O 2.98507 -4.12976 1.56342  -0.015
C 2.13687 -3.08236 2.07606  0.011
H 4.65334 -7.83213 0.55743  0.091
H 2.91124 -7.81449 0.13594  0.102
H 3.55419 -7.79985 1.88941  0.098
H 2.69859 -2.14867 2.10439  0.056
H 1.82389 -3.42741 3.06150  0.096
H 1.35417 -2.98134 1.32423  0.084
C 5.15153 -1.38817 1.04259  -0.041
O 5.49415 -1.04077 -0.28699  -0.004
C 6.03250 0.19007 -0.58772  -0.479
O 6.35392 1.02190 0.28702  0.065
O 6.29992 0.24739 -1.89850  0.011
C 7.10860 1.19927 -2.44489  -0.076
H 4.20687 -0.92945 1.33469  0.074
H 5.91859 -1.25645 1.80572  0.105
H 4.95433 -2.45978 1.07187  0.089
H 6.52599 1.94089 -2.99141  0.101
H 7.64259 0.75946 -3.28723  0.097
H 7.86099 1.58646 -1.75781  0.108
C 0.73487 0.50777 0.72366  -0.170
C 0.95749 0.83517 -0.73892  -0.132
C -0.47199 1.11553 -1.29546  -0.124
O -1.30187 0.58490 -0.24266  -0.176
C -0.56271 -0.23188 0.64620  -0.200
H 0.66189 1.35683 1.40326  0.086
H 1.55481 0.00648 1.23796  0.102
H 1.39155 -0.03435 -1.23249  0.092
H 1.71484 1.61571 -0.81160  0.094
H -0.80245 0.51774 -2.14490  0.112
H -0.64033 2.19134 -1.34424  0.101
H -0.41073 -1.27198 0.35773  0.109
H -1.08501 -0.30412 1.60019  0.104
C 2.59689 0.46274 5.78862  -0.161
C 3.17187 -0.93118 6.08221  -0.151
C 3.88819 -1.27668 4.79937  -0.207
O 3.24915 -0.53007 3.78224  -0.195
C 2.24107 0.40138 4.31459  -0.159
H 3.28968 1.25932 6.05992  0.117
H 1.66595 0.54615 6.34942  0.104
H 2.40980 -1.65462 6.37200  0.101
H 3.82589 -0.87299 6.95226  0.110
H 3.78553 -2.28004 4.38605  0.110
H 4.94065 -0.99659 4.75482  0.119
H 1.23437 0.00160 4.19274  0.101
H 2.33320 1.41495 3.92438  0.104
C -3.83841 5.49588 0.47034  -0.170
C -2.91266 4.31026 0.57328  -0.179
C -3.37926 3.50340 -0.60262  -0.212
O -4.79730 3.65565 -0.59128  -0.154
C -5.19058 4.93857 -0.00230  -0.155
H -3.40859 6.10334 -0.32612  0.114
H -3.93468 6.03063 1.41527  0.114
H -2.94074 3.84243 1.55738  0.097
H -1.90128 4.64009 0.33575  0.107
H -3.06429 2.47732 -0.41276  0.097
H -3.02141 3.86100 -1.56811  0.125
H -5.87370 4.85983 0.84342  0.101
H -5.68153 5.60560 -0.71092  0.111
C -5.58814 1.20623 2.07559  -0.175
C -5.94891 2.07809 3.22304  -0.147
C -4.72155 2.05233 4.19724  -0.184
O -3.91730 1.03753 3.66551  -0.218
C -4.61361 0.28344 2.63645  -0.180
H -5.16980 1.85186 1.30341  0.114
H -6.47525 0.67102 1.73693  0.133
H -6.79157 1.67205 3.78266  0.113
H -6.12552 3.09707 2.87870  0.107
H -5.01472 1.98841 5.24512  0.127
H -4.31056 3.02202 3.91633  0.107
H -5.02769 -0.57866 3.15933  0.135
H -3.88553 -0.12000 1.93272  0.117
C -1.36578 -3.67189 -4.07278  -0.161
C -2.05104 -2.51771 -3.44587  -0.205
C -2.59175 -1.67043 -4.58700  -0.156
O -2.61160 -2.61422 -5.68611  -0.140
C -2.24149 -3.91956 -5.29509  -0.199
H -1.37619 -4.43896 -3.29846  0.108
H -0.35282 -3.41294 -4.38096  0.120
H -1.35999 -1.91329 -2.85832  0.100
H -2.85578 -2.87383 -2.80269  0.105
H -1.81659 -0.94132 -4.82280  0.112
H -3.56472 -1.23146 -4.36628  0.106
H -1.71418 -4.44091 -6.09398  0.117
H -3.12531 -4.53115 -5.11368  0.115
C 1.58264 3.46884 -3.98758  -0.166
C 1.44737 4.77996 -3.18844  -0.156
C -0.01145 4.79954 -2.82574  -0.191
O -0.58038 3.92275 -3.77478  -0.143
C 0.31518 3.54186 -4.74233  -0.261
H 1.57521 2.66071 -3.25617  0.098
H 2.35972 3.36732 -4.74516  0.119
H 1.85670 5.53938 -3.85465  0.116
H 2.13686 4.71308 -2.34688  0.075
H -0.39274 5.80306 -3.01457  0.120
H -0.16972 4.43486 -1.81082  0.104
H 0.30940 4.27014 -5.55330  0.129
H -0.01352 2.57619 -5.12642  0.118
N -1.63391 2.57868 3.61016  0.050
C -1.47333 2.59831 4.97216  -0.135
C -0.28182 3.29784 5.29453  -0.117
C 0.20673 3.84975 4.13247  -0.130
C -0.49801 3.25379 3.11247  -0.142
H -2.33137 2.06958 3.08626  0.106
H -2.11399 2.01959 5.62103  0.100
H 0.10795 3.49864 6.28152  0.091
H 1.00640 4.55743 3.97084  0.097
H -0.26148 3.26849 2.05880  0.081
N 4.39719 3.01780 0.17462  0.041
C 3.28164 2.93006 0.99952  -0.126
C 2.56394 4.12636 0.89916  -0.081
C 3.25979 4.95330 -0.08331  -0.131
C 4.33637 4.26217 -0.48368  -0.143
H 5.11739 2.31506 0.08762  0.075
H 3.18763 2.06145 1.63440  0.097
H 1.71246 4.37302 1.51605  0.064
H 2.92172 5.95384 -0.30923  0.096
H 5.23293 4.55653 -1.00899  0.107
N -2.05552 -1.22471 4.09051  0.034
C -1.07537 -1.36920 5.06312  -0.132
C -0.45590 -2.62713 4.95778  -0.085
C -1.01417 -3.17323 3.75855  -0.109
C -2.01508 -2.31459 3.30207  -0.159
H -2.73227 -0.47763 4.02731  0.096
H -0.83379 -0.55808 5.73402  0.093
H 0.33834 -3.02455 5.57231  0.084
H -0.74654 -4.04169 3.17498  0.083
H -2.76567 -2.42197 2.53300  0.104

Values from the calculation:
2S+1 ... 1
Highest occupied orbital energy ... -0.291 Eh
Kohn-Sham gap ... 8.5 eV
E ... -101856.39531 eV
Charge ... 0
Relative energy (zero: lowest compared OMol25 entry of this formula, charge and spin) ... 0.8763 eV

---

(2)
Formula: C51H94ClF3IO18PS9
Source: the OMol25 dataset
Level of theory: wB97M-V/def2-TZVPD

Each line ends with the Löwdin charge.
CARTESIAN COORDINATES (ANGSTROEM)
C -2.21482 3.03498 0.98010  -0.093
C -2.75492 1.64513 1.58063  -0.222
C -1.60391 0.52258 1.80882  -0.158
C -0.63103 0.32768 0.55668  0.002
C -1.13214 -0.02079 -0.90858  0.022
C -2.70160 -0.24417 -1.06413  -0.125
O -3.26457 -1.17264 -0.05640  -0.201
O -2.98391 -2.41762 -0.54915  -0.052
C -0.12896 -0.13947 -2.12477  0.044
C -0.57663 -0.39908 -3.62541  -0.355
F -1.92657 -0.04580 -3.94769  0.042
F -0.39393 -1.71577 -4.09413  0.090
F 0.13173 0.58704 -4.42323  0.025
C 1.42212 -0.00159 -1.82302  -0.078
P 2.79759 -0.22104 -3.09323  0.706
O 2.39118 -1.10762 -4.30637  -0.337
O 4.17051 -1.07857 -2.47871  -0.201
O 3.42893 1.28716 -3.62701  -0.169
C 1.91214 0.33700 -0.35934  0.009
C 0.91119 0.54087 0.85187  0.043
C 1.54731 0.95036 2.26016  -0.247
O 1.17483 1.86137 3.03590  0.070
C 2.89376 0.13054 2.66760  0.034
C 3.16482 -0.37248 4.14425  -0.103
C 2.16445 -0.10800 5.38160  -0.162
C 2.54370 1.23365 6.20956  -0.729
O 2.55044 2.37932 5.68159  -0.038
I 3.07488 1.08923 8.35430  0.706
C 4.48384 -1.14820 4.40870  -0.018
C 5.47172 -1.39543 3.20279  -0.445
Cl 7.01697 -2.30318 3.66317  0.555
C 5.19517 -0.89607 1.71695  -0.074
C 6.25447 -1.21765 0.54877  -0.151
C 5.72025 -2.47643 -0.31061  -0.199
C 5.91543 -3.91784 0.37416  -0.194
C 4.59287 -4.86104 0.24127  -0.192
C 4.35420 -5.45136 -1.23250  -0.202
C 5.62088 -6.18378 -1.89820  -0.203
C 5.82335 -5.50137 -3.37050  -0.195
C 4.62878 -6.06796 -4.33158  -0.196
C 3.52737 -4.93408 -4.69719  -0.208
C 3.75650 -4.28205 -6.17066  -0.153
C 2.39733 -3.51312 -6.56365  -0.267
O 1.66171 -4.13202 -7.65614  -0.226
C 0.47010 -3.28195 -7.81435  -0.122
C 3.88699 -0.09173 1.44970  0.034
C 3.47018 0.54265 0.02009  -0.249
O 4.29126 1.18353 -0.67448  0.066
H -2.95942 3.34490 0.14466  0.083
H -1.17725 2.99724 0.50667  0.074
H -2.31491 3.85311 1.78285  0.036
H -3.15047 1.88213 2.64355  0.095
H -3.65458 1.26030 0.99064  0.075
H -2.13243 -0.48843 2.02169  0.115
H -1.08927 0.80074 2.78382  0.083
H -3.05087 -0.72347 -2.03596  0.129
H -3.25297 0.76584 -0.97745  0.138
H -2.04794 -2.65832 -0.30985  0.120
H 3.88109 -2.02024 -2.55049  0.054
H 2.78889 2.00912 -3.38517  0.089
H 1.11663 0.06980 4.93932  0.097
H 2.13377 -0.99568 6.11402  0.106
H 4.75440 -1.55065 5.45543  0.108
H 6.46361 -0.31865 -0.13812  0.123
H 7.26487 -1.53006 0.99727  0.095
H 4.57558 -2.32400 -0.42958  0.095
H 6.20656 -2.50442 -1.35473  0.116
H 6.86993 -4.46038 0.00376  0.107
H 6.05990 -3.76025 1.49691  0.062
H 4.53246 -5.64225 1.08442  0.113
H 3.71339 -4.12890 0.44595  0.101
H 3.88738 -4.63142 -1.88555  0.091
H 3.53004 -6.26227 -1.12565  0.118
H 6.57351 -6.18012 -1.26901  0.093
H 5.38012 -7.29552 -2.11004  0.104
H 5.73287 -4.34854 -3.30375  0.100
H 6.85789 -5.77765 -3.77904  0.099
H 5.06420 -6.52430 -5.30313  0.108
H 4.07105 -6.91869 -3.78150  0.101
H 3.60221 -4.05331 -3.95047  0.082
H 2.46100 -5.37202 -4.60160  0.121
H 4.60147 -3.49465 -6.10245  0.116
H 4.07417 -5.04627 -6.95855  0.110
H 1.75768 -3.42879 -5.60056  0.106
H 2.64665 -2.41737 -6.85153  0.119
H 0.79485 -2.20438 -8.09184  0.103
H -0.17520 -3.70744 -8.65211  0.056
H -0.16103 -3.30836 -6.84695  0.099
C 0.08451 -2.57508 3.44612  -0.250
S 0.71986 -3.93209 2.44448  0.801
O 0.62676 -3.50738 1.01180  -0.571
C -0.64727 -5.06841 2.75604  -0.266
H 0.77189 -1.73156 3.36306  0.018
H -0.90322 -2.27366 3.09076  0.051
H 0.02606 -2.89176 4.48952  0.054
H -1.58822 -4.61513 2.43658  0.055
H -0.68656 -5.30683 3.81950  0.032
H -0.47337 -5.98237 2.18702  0.058
C -1.88642 7.68109 3.23100  -0.255
S -2.50766 6.01464 3.53730  0.800
O -3.69977 5.80948 2.65576  -0.566
C -3.11592 6.34963 5.20396  -0.260
H -1.48537 7.72157 2.21597  0.015
H -2.69750 8.40589 3.32876  0.064
H -1.09088 7.90996 3.94285  0.015
H -3.84969 7.15739 5.17735  0.058
H -2.27833 6.62355 5.84860  0.048
H -3.58757 5.44396 5.58857  0.039
C -3.71733 1.64397 6.80992  -0.252
S -2.31474 1.70415 5.67545  0.830
O -2.55328 0.69013 4.60657  -0.555
C -1.11010 0.99010 6.80419  -0.255
H -4.60179 2.01052 6.28593  0.051
H -3.88919 0.61639 7.13620  0.059
H -3.51640 2.28345 7.67161  0.054
H -1.43787 -0.00028 7.12687  0.065
H -0.98731 1.64500 7.66869  0.061
H -0.15918 0.90360 6.27937  0.005
C -3.22378 8.94067 -1.03425  -0.265
S -1.99957 7.61682 -0.94512  0.812
O -0.93345 8.05433 0.00807  -0.564
C -1.35926 7.84547 -2.61818  -0.272
H -3.73017 9.00856 -0.07041  0.050
H -2.73104 9.89013 -1.25285  0.057
H -3.95483 8.70913 -1.81106  0.053
H -0.98364 8.86351 -2.73774  0.056
H -2.15301 7.65044 -3.34157  0.052
H -0.54445 7.13779 -2.77619  0.050
C -3.66856 -1.29796 -10.55351  -0.275
S -2.54297 -2.67768 -10.84642  0.837
O -1.81117 -2.93634 -9.56788  -0.567
C -1.42295 -1.77546 -11.93887  -0.271
H -4.44171 -1.62392 -9.85672  0.020
H -3.12260 -0.45641 -10.12158  0.060
H -4.13381 -1.00011 -11.49477  0.059
H -1.01826 -0.90417 -11.42040  0.057
H -1.96191 -1.46282 -12.83508  0.050
H -0.60584 -2.44030 -12.22209  0.050
C 2.09492 9.93923 6.80380  -0.272
S 0.75608 9.82503 5.59789  0.815
O -0.02211 8.58583 5.90737  -0.569
C 1.81452 9.46093 4.18082  -0.262
H 1.66029 10.12757 7.78641  0.049
H 2.65512 9.00257 6.82864  0.059
H 2.75615 10.76562 6.53673  0.052
H 2.39225 8.55434 4.37052  0.062
H 2.48505 10.30327 4.00129  0.054
H 1.18107 9.31037 3.30537  0.047
C -6.38673 -0.49158 2.33639  -0.262
S -6.58866 1.29620 2.48671  0.794
O -6.75846 1.60829 3.93892  -0.561
C -8.22423 1.36262 1.72355  -0.272
H -5.43423 -0.77101 2.78927  0.049
H -7.19941 -1.00352 2.85560  0.056
H -6.38047 -0.77033 1.28085  0.052
H -8.92164 0.73471 2.28136  0.056
H -8.15723 1.02217 0.68858  0.051
H -8.57261 2.39607 1.74219  0.049
C 2.50157 -4.80209 6.76337  -0.268
S 2.26601 -6.39030 5.93689  0.832
O 1.38467 -6.15266 4.75323  -0.570
C 1.24572 -7.12409 7.23363  -0.267
H 3.08966 -4.15606 6.10939  0.041
H 1.53345 -4.33605 6.95864  0.054
H 3.04069 -4.95506 7.70012  0.055
H 0.35674 -6.51249 7.39936  0.058
H 1.82650 -7.20036 8.15466  0.053
H 0.94426 -8.12203 6.91294  0.052
C -7.82285 0.14473 -6.98096  -0.274
S -6.41022 0.25414 -8.10024  0.808
O -6.62090 -0.74977 -9.18787  -0.561
C -5.20654 -0.44061 -6.94661  -0.264
H -8.71049 0.49586 -7.50889  0.049
H -7.97225 -0.89084 -6.66943  0.058
H -7.64683 0.77776 -6.10925  0.051
H -5.52037 -1.43934 -6.63728  0.064
H -5.11767 0.21189 -6.07609  0.053
H -4.24094 -0.50421 -7.45023  0.043

Values from the calculation:
2S+1 ... 1
Highest occupied orbital energy ... -0.310 Eh
Kohn-Sham gap ... 6.8 eV
E ... -226825.54917 eV
Charge ... 0